Molecular formula: C10H14BeN4O4S
Method: DFT, ωB97M-V/def2-TZVPD

Last column: natural (NBO) charge in e.
Atoms and positions in Å:
Be 0.317 -0.782 0.134  1.591
S 2.359 -2.772 -0.803  2.572
O 3.409 -2.665 -1.818  -1.030
O 1.022 -2.499 -1.400  -1.138
O 2.407 -4.043 -0.061  -1.023
O 2.474 -1.626 0.138  -1.126
C 3.713 2.352 2.925  -0.736
C 2.730 1.461 2.312  0.349
N 1.888 0.793 1.900  -0.374
H 3.257 3.170 3.481  0.257
H 4.296 2.910 2.188  0.260
H 4.507 1.888 3.508  0.271
C -3.486 2.036 2.033  -0.733
C -2.551 1.009 1.588  0.384
N -1.779 0.198 1.344  -0.413
H -3.965 1.858 2.992  0.272
H -4.191 2.331 1.256  0.267
H -2.875 2.936 2.140  0.266
C -3.448 -3.935 -0.875  -0.724
C -2.491 -2.833 -0.831  0.385
N -1.697 -2.006 -0.748  -0.423
H -4.044 -3.878 0.035  0.257
H -2.921 -4.889 -0.898  0.276
H -4.072 -3.906 -1.767  0.261
N 1.630 1.552 -1.928  -0.500
C 1.040 0.434 -2.501  -0.042
C -0.331 0.537 -2.335  -0.344
C -0.577 1.632 -1.483  -0.348
C 0.668 2.256 -1.208  -0.099
H 2.622 1.708 -1.853  0.428
H 1.709 -0.267 -2.976  0.271
H -1.022 -0.253 -2.580  0.253
H -1.498 2.079 -1.143  0.221
H 0.899 3.213 -0.768  0.215

Calculated values
- E_HOMO (eV) = -6.991
- frontier orbital gap (hartree) = 0.213
- max |F| (eV/Å) = 4.67

=====

Molecular formula: C4H3Cl3N2O2S
Method: DFT, ωB97M-V/def2-TZVPD

Last column: natural (NBO) charge in e.
Atoms and positions in Å:
C 1.115 -0.283 -0.111  0.483
C 3.180 -0.088 0.326  0.176
C 5.602 -0.680 0.029  -0.330
C -0.372 -0.188 -0.205  -0.682
N 1.680 -1.478 -0.087  -0.292
N 2.960 -1.361 0.247  -0.243
O 4.947 1.176 1.722  -0.881
O 2.086 0.640 0.119  -0.369
S 4.713 0.837 0.356  1.482
Cl 7.083 -0.868 0.819  0.160
Cl 5.539 -1.330 -1.595  0.097
Cl 3.686 3.117 -0.784  -0.364
H -0.676 -1.229 -0.127  0.264
H -0.881 0.502 0.440  0.252
H -0.767 0.206 -1.212  0.246

Calculated values
- E_HOMO (spin up / spin down) (eV) = -9.265 / -10.409
- frontier orbital gap (spin up / spin down) (hartree) = 0.218 / 0.308
- max |F| (eV/Å) = 2.73
- energy relative to the best compared isomer or geometry (same formula, charge and spin) (eV) = 4.145

=====

Molecular formula: C4H5N3
Method: DFT, ωB97M-V/def2-TZVPD

Last column: natural (NBO) charge in e.
Atoms and positions in Å:
C 0.441 -1.981 0.220  0.084
N 1.400 -1.271 -0.041  -0.239
C 1.818 -0.092 -0.193  0.523
C 1.587 1.217 0.006  -0.008
N 0.273 1.359 0.044  -0.244
C -0.779 0.797 -0.055  0.734
N -2.034 0.887 -0.071  -0.685
H -0.535 -1.813 -0.210  0.230
H 0.769 -2.986 0.377  0.278
H 2.139 2.165 0.140  0.347
H -2.572 0.056 0.265  0.485
H -2.507 1.660 -0.483  0.495

Calculated values
- SMILES = C=[N+]=C=C[N+]#CN
- charge = +2
- E_HOMO (spin up / spin down) (eV) = -20.099 / -20.100
- frontier orbital gap (spin up / spin down) (hartree) = 0.319 / 0.319
- max |F| (eV/Å) = 8.28
- energy relative to the best compared isomer or geometry (same formula, charge and spin) (eV) = 0.492

=====

Molecular formula: C5H10N3O2
Method: DFT, ωB97M-V/def2-TZVPD

Last column: natural (NBO) charge in e.
Atoms and positions in Å:
C 3.076 -0.329 -0.436  -0.438
N 1.867 0.570 -0.126  -0.517
C 0.660 0.167 0.142  0.540
N 0.219 -1.028 0.340  -0.518
C -1.166 -1.141 0.408  -0.060
N -1.649 0.169 0.036  -0.473
C -2.890 0.090 -0.601  0.538
O -3.627 -0.840 -0.364  -0.531
C -0.579 1.133 0.041  0.231
O -0.683 1.865 1.237  -0.727
H 3.368 -0.149 -1.425  0.232
H 2.993 -1.413 -0.521  0.237
H 3.899 -0.107 0.178  0.237
H 2.106 1.605 -0.300  0.458
H 0.767 -1.829 0.677  0.447
H -1.606 -1.996 -0.214  0.245
H -1.545 -1.447 1.380  0.220
H -3.153 0.965 -1.186  0.148
H -0.476 1.669 -0.915  0.202
H -1.581 2.046 1.648  0.528

Calculated values
- SMILES = C/[NH+]=C1\NCN(C=O)[C@H]1O
- charge = +1
- E_HOMO (eV) = -13.987
- frontier orbital gap (hartree) = 0.389
- max |F| (eV/Å) = 3.75
- energy relative to the best compared isomer or geometry (same formula, charge and spin) (eV) = 1.288

=====

> Which formula does entry 1 have?

C10H14BeN4O4S